Density functional theory data (ωB97M-V/def2-TZVPD) for a structure of composition C20H26N4O3S2.

- Lowest unoccupied orbital energy: -1.435 eV
- Highest occupied orbital energy: -9.12 eV
- Gap between HOMO and LUMO: 7.69 eV
- Energy above the lowest of the compared OMol25 structures with the same formula, charge and spin: 167.5 kJ/mol
- E: -54935.704 eV

Geometry as ORCA input:
```
! wB97M-V def2-TZVPD RIJCOSX def2/J DEFGRID3
* xyz 0 1
O 1.5462 -2.5251 1.9905
C 0.9877 -2.1727 0.9729
N 1.6396 -1.6060 -0.0647
H 1.1097 -1.2525 -0.8436
C 3.0318 -1.2312 -0.0017
H 3.5755 -1.6979 -0.8304
H 3.4149 -1.6323 0.9382
C 3.2051 0.2934 -0.0632
C 2.3281 1.0053 0.9331
C 1.3079 1.7554 0.5382
C 0.4117 2.5253 1.4584
C 1.0217 2.6457 2.8517
C 1.5473 1.2878 3.3006
C 2.6774 0.8299 2.3832
H 3.5860 1.4034 2.5956
H 2.8993 -0.2195 2.5842
H 1.9065 1.3398 4.3297
H 0.7387 0.5550 3.2661
H 1.8491 3.3580 2.8243
H 0.2765 3.0205 3.5556
H -0.5607 2.0233 1.5179
H 0.2300 3.5178 1.0366
H 1.0859 1.8562 -0.5170
H 2.9646 0.6421 -1.0710
H 4.2538 0.5256 0.1346
C -0.5183 -2.3308 0.7694
C -0.8816 -2.9907 -0.5645
C -2.3999 -3.0376 -0.7421
N -3.0135 -1.7485 -0.5462
S -3.3753 -0.7679 -1.8241
O -4.5270 -0.0044 -1.4397
O -3.4443 -1.5778 -3.0007
C -2.0691 0.4680 -2.0479
C -2.3615 1.7691 -1.7453
C -1.4649 2.8229 -2.0135
C -0.2598 2.5950 -2.6191
C 0.0760 1.2694 -2.9426
N 1.2017 0.8320 -3.5085
S 1.1254 -0.7616 -3.6595
N -0.3220 -0.9944 -2.9981
C -0.8328 0.1852 -2.6453
H 0.4298 3.3897 -2.8543
H -1.7529 3.8282 -1.7483
H -3.3271 1.9758 -1.3110
C -2.7010 -1.0979 0.6992
C -1.1902 -0.9561 0.8921
H -0.7868 -0.2734 0.1403
H -0.9830 -0.5340 1.8767
H -3.1239 -1.6933 1.5163
H -3.1971 -0.1263 0.6849
H -2.8477 -3.7320 -0.0219
H -2.6600 -3.3537 -1.7522
H -0.4696 -2.4344 -1.4059
H -0.4808 -4.0048 -0.5968
H -0.8770 -2.9632 1.5887
*
```